The following is a DFT calculation (the ωB97M-V functional and the def2-TZVPD basis) of 2 unconnected molecules or ions with the total composition C35H49O6 in a non-equilibrium geometry.

Geometry (Å):
C1 5.372 -0.148 -3.142
C2 3.910 -0.579 -3.172
C3 3.760 -2.023 -2.733
C4 2.324 -2.546 -2.756
C5 1.310 -1.829 -1.939
C6 -0.061 -1.969 -2.388
O1 -1.095 -1.944 -1.727
O2 -0.087 -2.225 -3.723
C7 -1.403 -2.325 -4.317
C8 -1.262 -3.106 -5.595
C9 1.532 -1.714 -0.505
O3 0.875 -1.113 0.334
O4 2.665 -2.375 -0.171
C10 2.958 -2.400 1.241
C11 4.157 -3.299 1.384
H1 5.468 0.891 -3.457
H2 5.785 -0.237 -2.133
H3 5.972 -0.769 -3.814
H4 3.303 0.060 -2.519
H5 3.505 -0.487 -4.187
H6 4.354 -2.670 -3.396
H7 4.146 -2.149 -1.716
H8 1.947 -2.535 -3.783
H9 2.344 -3.597 -2.421
H10 -2.079 -2.836 -3.622
H11 -1.771 -1.306 -4.497
H12 -2.226 -3.145 -6.105
H13 -0.523 -2.653 -6.262
H14 -0.954 -4.130 -5.365
H15 3.165 -1.381 1.592
H16 2.093 -2.803 1.783
H17 4.432 -3.403 2.434
H18 3.930 -4.294 0.987
H19 5.019 -2.895 0.841
C12 3.845 7.874 1.012
O5 3.372 7.577 -0.320
C13 2.520 6.532 -0.482
C14 2.138 6.214 -1.813
C15 1.415 5.073 -2.068
C16 1.026 4.182 -1.022
C17 0.365 2.952 -1.313
C18 -0.200 2.137 -0.338
C19 -0.780 0.889 -0.541
C20 -1.619 0.287 0.450
C21 -2.681 -0.601 0.111
C22 -3.432 -1.281 1.027
C23 -4.460 -2.368 0.617
C24 -3.952 -3.750 1.051
C25 -4.689 -2.407 -0.895
C26 -5.813 -2.097 1.284
C27 -3.155 -1.055 2.459
O6 -3.685 -1.774 3.339
C28 -2.182 -0.012 2.826
C29 -1.905 0.262 4.323
C30 -3.205 0.591 5.066
C31 -0.954 1.442 4.534
C32 -1.259 -0.983 4.949
C33 -1.441 0.569 1.833
C34 1.345 4.567 0.312
C35 2.060 5.720 0.588
H20 4.526 8.713 0.876
H21 3.015 8.163 1.670
H22 4.377 7.017 1.446
H23 2.463 6.879 -2.610
H24 1.115 4.838 -3.088
H25 0.274 2.645 -2.357
H26 -0.258 2.535 0.673
H27 -0.710 0.420 -1.518
H28 -2.850 -0.756 -0.951
H29 -3.821 -3.777 2.137
H30 -4.672 -4.523 0.753
H31 -2.988 -3.964 0.574
H32 -5.075 -1.447 -1.259
H33 -3.768 -2.656 -1.435
H34 -5.438 -3.177 -1.129
H35 -6.188 -1.118 0.966
H36 -6.539 -2.865 0.990
H37 -5.704 -2.099 2.371
H38 -3.907 -0.244 4.995
H39 -2.985 0.793 6.122
H40 -3.665 1.483 4.624
H41 0.043 1.241 4.126
H42 -1.355 2.361 4.091
H43 -0.839 1.615 5.613
H44 -0.339 -1.242 4.411
H45 -1.011 -0.781 5.999
H46 -1.947 -1.832 4.894
H47 -0.630 1.244 2.102
H48 1.031 3.948 1.151
H49 2.307 5.980 1.620

Force components x, y, z for each atom (eV/Å):
C -0.2 0.2 -0.1
C 0.1 -0.2 0.1
C -0.1 -0.3 0.0
C 0.4 -0.4 -0.4
C -1.5 0.2 1.0
C 1.8 0.3 1.4
O -0.3 0.2 -0.3
O -1.6 -0.2 -1.3
C 0.6 0.0 0.6
C 0.0 -0.1 -0.1
C -1.0 0.4 -1.8
O 0.2 -0.2 0.3
O 0.6 -0.3 1.6
C -0.2 0.0 -0.6
C 0.3 -0.2 0.0
H 0.2 0.1 0.0
H 0.0 0.0 -0.1
H 0.0 0.0 0.0
H 0.1 0.0 -0.1
H 0.0 0.2 0.0
H 0.1 0.1 0.1
H 0.2 0.1 -0.3
H 0.4 -0.1 0.1
H 0.2 0.0 -0.3
H 0.1 0.2 -0.1
H -0.1 -0.2 0.0
H 0.0 0.0 -0.1
H -0.1 -0.1 0.1
H 0.0 0.1 -0.1
H -0.1 -0.2 0.0
H 0.1 0.2 -0.1
H 0.0 0.0 0.1
H 0.1 0.1 0.0
H -0.1 -0.1 0.0
C -0.3 -0.2 -0.7
O 0.1 0.3 0.6
C -0.5 -1.0 0.0
C 0.5 0.5 1.0
C -0.4 -0.7 0.7
C 0.7 1.7 0.5
C -1.4 -2.1 1.1
C 1.6 2.1 -0.7
C -2.7 -1.7 1.2
C 1.1 1.3 -1.5
C -0.5 -1.1 -0.3
C 0.3 0.2 -0.5
C 0.1 0.4 0.1
C 0.3 0.0 0.1
C 0.1 0.0 -0.1
C 0.0 0.1 0.2
C -0.4 -1.0 0.5
O 0.4 0.8 -0.7
C 0.7 0.5 -0.2
C 0.0 -0.2 -0.3
C -0.2 -0.1 -0.1
C 0.1 0.0 0.0
C 0.0 -0.2 -0.1
C -0.2 0.3 1.2
C -0.2 -0.1 -0.8
C 0.5 0.7 -0.7
H -0.1 -0.1 0.1
H 0.1 0.0 -0.1
H -0.1 0.1 -0.1
H -0.1 -0.1 0.1
H 0.2 0.0 0.2
H 0.2 0.0 0.2
H 0.1 -0.1 -0.2
H -0.3 0.0 0.0
H 0.1 -0.1 0.3
H 0.0 -0.1 -0.2
H 0.1 0.1 0.0
H -0.1 0.0 0.0
H 0.1 -0.1 0.0
H -0.1 0.1 0.1
H 0.1 0.1 0.1
H -0.1 -0.1 0.0
H 0.1 0.1 0.0
H -0.1 0.0 -0.2
H 0.1 0.2 0.0
H -0.1 0.0 -0.1
H 0.0 -0.1 0.1
H -0.1 0.1 0.0
H 0.1 -0.1 0.0
H 0.0 0.0 -0.2
H -0.1 0.0 0.1
H 0.0 -0.1 -0.1
H 0.2 0.1 0.1
H -0.2 -0.2 0.0
H 0.2 0.1 -0.3
H -0.1 -0.2 -0.4

For the LUMO energy, the calculation gives 1.3 eV. As for the HOMO energy: -3.62 eV. Its net charge is -1. The frontier orbital gap comes out at 4.923 eV.